No. 1
{
  "formula": "C9H13NO2",
  "method": "ωB97M-V/def2-TZVPD",
  "elements": ["C", "C", "C", "C", "N", "C", "C", "C", "C", "H", "H", "H", "H", "H", "H", "H", "H", "H", "H", "H", "H", "H", "O", "C", "O"],
  "xyz": [[-0.2161, 1.5345, 1.6822], [-0.2800, 1.0627, 0.2207], [1.0738, 1.6256, -0.3981], [-1.4591, 1.5933, -0.5562], [-0.3558, -0.4639, 0.1589], [-0.8212, -1.2175, -0.9315], [-0.8138, -2.5432, -0.5535], [-0.3083, -2.6098, 0.8166], [-0.1351, -1.3710, 1.2591], [0.2683, 2.4524, 1.7319], [-1.0774, 1.5065, 2.2996], [0.4298, 0.9192, 2.2712], [1.1181, 1.1401, -1.3409], [1.9631, 1.4582, 0.1453], [0.9276, 2.6683, -0.4899], [-1.3386, 1.6852, -1.6339], [-2.3229, 0.9615, -0.3671], [-1.7382, 2.5967, -0.2671], [-1.2659, -0.8432, -1.8136], [-0.9302, -3.2663, -1.3117], [-0.2424, -3.3973, 1.4597], [0.3657, -1.0222, 2.1211], [2.1463, -0.7279, -2.3293], [2.3839, -1.4637, -1.4704], [2.6283, -2.2782, -0.7030]],
  "atomic_forces_ev_per_a": [[-0.15, -1.72, -0.27], [1.54, -0.73, 0.62], [-2.53, -1.40, -0.07], [-0.72, 0.35, -0.07], [-0.26, 0.13, 0.67], [0.70, -0.57, 2.71], [1.12, 1.28, 0.88], [-1.57, 0.30, -2.67], [0.49, 2.87, -2.58], [0.37, 2.02, -0.04], [-1.46, 0.28, 0.00], [0.83, -0.66, -0.01], [0.49, 0.03, -1.08], [0.80, -0.52, 0.92], [-0.04, 1.20, -0.36], [0.40, -0.44, -0.12], [-0.15, 0.00, 0.01], [0.10, 0.36, 0.43], [0.10, 0.73, -0.67], [-0.48, -1.18, -0.15], [0.35, -2.35, 1.16], [0.01, 0.18, 0.77], [-0.02, 0.64, -0.25], [-0.30, -0.17, -1.03], [0.38, -0.60, 1.20]],
  "nbo_charge": [-0.62, 0.16, -0.61, -0.63, -0.38, -0.07, -0.31, -0.28, -0.06, 0.21, 0.22, 0.21, 0.22, 0.21, 0.21, 0.22, 0.23, 0.22, 0.22, 0.22, 0.21, 0.21, -0.53, 1.03, -0.50],
  "total_energy_ev": -15128.5841,
  "lumo_energy_ev": 0.707,
  "e_above_lowest_kcal_mol": 24.17,
  "smiles": "CC(C)(C)n1cccc1.O=C=O",
  "charge": 0,
  "orbital_gap_ev": 9.12
}

No. 2
{
  "formula": "C9H13NO2",
  "method": "ωB97M-V/def2-TZVPD",
  "elements": ["C", "C", "C", "C", "C", "O", "C", "C", "H", "H", "H", "H", "H", "H", "H", "H", "C", "C", "N", "O", "H", "H", "H", "H", "H"],
  "xyz": [[-3.6720, -0.9754, 1.7568], [-2.5608, -1.1477, 0.7237], [-2.4931, -2.1494, -0.2205], [-1.4737, -2.2438, -1.1624], [-0.5153, -1.2338, -1.1561], [0.3715, -1.1831, -2.1927], [-0.4274, -0.3738, -0.0714], [-1.4469, -0.3018, 0.8684], [-3.2888, -0.9107, 2.7623], [-4.3573, -1.8081, 1.6581], [-4.2295, -0.0943, 1.4483], [-3.2448, -2.9351, -0.2081], [-1.4588, -2.9205, -2.0042], [1.1076, -0.6095, -1.9557], [0.4404, 0.2815, -0.0225], [-1.4079, 0.4896, 1.6016], [2.4540, 3.0721, -0.7152], [2.7249, 2.1875, 0.4596], [3.5214, 1.1018, 0.1823], [2.3449, 2.3671, 1.5960], [2.2432, 4.0913, -0.3860], [1.6441, 2.8015, -1.3484], [3.3388, 3.1733, -1.3479], [3.9272, 0.6057, 0.9535], [3.7855, 0.8499, -0.7501]],
  "atomic_forces_ev_per_a": [[0.07, -0.51, -1.72], [0.89, 0.63, 1.75], [-0.41, -0.92, -0.25], [0.04, 1.36, -0.26], [0.06, -0.76, 0.42], [0.24, -0.13, -0.08], [0.13, 0.51, -0.09], [-0.11, -0.23, -1.29], [0.02, 0.16, 0.26], [-0.21, -0.23, 0.28], [-0.12, 0.26, 0.47], [-0.12, 0.20, -0.10], [-0.18, -0.33, 0.20], [-0.06, 0.04, 0.00], [-0.16, 0.11, 0.14], [-0.05, -0.14, 0.30], [0.75, 1.45, -0.03], [0.48, -0.94, 0.30], [-0.17, 0.17, -0.21], [-0.23, 0.50, -0.09], [-0.11, -0.19, 0.28], [-0.81, -0.66, -0.34], [0.02, -0.27, 0.02], [-0.16, -0.20, 0.10], [0.20, 0.13, -0.07]],
  "nbo_charge": [-0.62, -0.05, -0.20, -0.27, 0.30, -0.67, -0.29, -0.18, 0.22, 0.21, 0.22, 0.21, 0.23, 0.47, 0.20, 0.22, -0.73, 0.67, -0.84, -0.60, 0.25, 0.24, 0.22, 0.41, 0.39],
  "total_energy_ev": -15129.1771,
  "lumo_energy_ev": 0.431,
  "e_above_lowest_kcal_mol": 10.49,
  "smiles": "Cc1ccc(O)cc1.CC(N)=O",
  "charge": 0,
  "orbital_gap_ev": 8.75
}

No. 3
{
  "formula": "C9H13NO3P",
  "method": "ωB97M-V/def2-TZVPD",
  "elements": ["C", "C", "C", "C", "C", "C", "C", "C", "C", "N", "O", "O", "O", "P", "H", "H", "H", "H", "H", "H", "H", "H", "H", "H", "H", "H", "H"],
  "xyz": [[-3.3750, -0.8015, 0.7504], [-2.3461, -0.9252, 1.6936], [-3.1128, -0.7477, -0.6023], [-1.0047, -0.6900, 1.2872], [-1.7935, -0.7431, -1.0466], [-0.7508, -0.7036, -0.0548], [1.0053, 1.4400, 0.4491], [2.7171, 0.3955, -0.9490], [0.6583, -0.6904, -0.4205], [1.4747, 0.2440, -0.2557], [0.0904, -3.3028, -1.2932], [1.5358, -1.7895, -2.7434], [2.4470, -2.5137, -0.5656], [1.0890, -2.2336, -1.4554], [-4.4161, -0.5875, 1.1495], [-2.5794, -1.0471, 2.7182], [-3.9773, -0.8181, -1.2925], [-0.2467, -0.6754, 2.1203], [-1.5402, -0.7005, -2.0003], [0.1831, 1.8598, -0.3241], [0.3965, 1.2067, 1.2644], [1.7895, 2.2878, 0.7174], [2.5442, 1.4190, -1.3728], [3.5729, 0.4429, -0.4033], [2.7468, -0.2622, -1.8648], [-0.5289, 1.9790, -1.5777], [2.4307, -3.4617, -0.5192]],
  "atomic_forces_ev_per_a": [[-1.34, 0.22, 1.75], [0.97, 1.56, -1.45], [0.00, -0.39, -0.92], [-2.50, -1.23, 2.80], [-0.92, -0.20, 5.40], [1.28, 1.06, -1.13], [0.36, 2.06, -2.58], [-2.90, 1.31, -4.01], [-4.93, -7.26, -3.34], [4.38, 5.24, 3.26], [-0.36, -0.72, 0.45], [1.08, 1.07, -4.03], [0.10, -0.36, 0.12], [-0.61, 1.93, 3.38], [1.17, -0.89, -0.66], [-0.24, 0.02, 0.96], [0.75, 0.41, 0.26], [-0.51, -0.14, -1.40], [1.07, -0.02, -4.21], [1.37, 0.07, 1.25], [-0.51, -0.33, 1.57], [-1.42, -2.12, -0.79], [0.88, -0.35, -0.16], [2.40, -0.39, 1.91], [0.16, 0.34, 1.31], [-0.15, 0.07, -0.16], [0.42, -0.98, 0.42]],
  "nbo_charge": [-0.28, -0.21, -0.20, -0.24, -0.20, -0.05, -0.40, -0.41, -0.20, -0.40, -1.16, -1.19, -1.02, 2.34, 0.19, 0.19, 0.20, 0.21, 0.21, 0.14, 0.20, 0.20, 0.16, 0.18, 0.28, 0.00, 0.48],
  "total_energy_ev": -26462.8039,
  "multiplicity": 3,
  "lumo_energy_ev": [3.494, 2.092],
  "s_squared": 2.01,
  "charge": -1,
  "orbital_gap_ev": [4.73, 7.05]
}

No. 4
{
  "formula": "C9H13O3",
  "method": "ωB97M-V/def2-TZVPD",
  "elements": ["C", "C", "C", "C", "C", "C", "C", "C", "O", "C", "O", "O", "H", "H", "H", "H", "H", "H", "H", "H", "H", "H", "H", "H", "H"],
  "xyz": [[0.3318, -2.1000, -2.4282], [0.9485, -1.3515, -1.2763], [-0.0808, -0.4093, -0.6081], [-1.2344, -1.1543, -0.0289], [-1.6900, -0.8199, 1.2054], [-1.1494, 0.2497, 1.9525], [-0.0867, 1.0046, 1.4685], [0.5566, 0.5490, 0.3309], [1.7466, 0.9635, -0.0669], [0.5310, 2.1340, 2.2144], [-0.4829, 0.5101, -1.6391], [-0.7919, 1.7739, -0.9322], [1.1147, -2.7105, -2.8865], [-0.4642, -2.7702, -2.0928], [-0.0741, -1.4018, -3.1687], [1.3187, -2.0312, -0.4969], [1.7993, -0.7538, -1.6189], [-1.6671, -1.9145, -0.6773], [-2.5399, -1.3766, 1.5983], [-1.5897, 0.5443, 2.9068], [-0.8144, 2.4122, -1.6750], [2.3024, 1.3251, 0.6444], [0.8517, 2.9454, 1.5472], [-0.2180, 2.5665, 2.8863], [1.3820, 1.8153, 2.8411]],
  "atomic_forces_ev_per_a": [[0.14, -0.39, -0.31], [-0.16, 0.56, 0.42], [0.87, 0.11, 0.29], [0.19, 0.46, 0.26], [-0.64, -0.70, -0.48], [-0.34, 0.63, 0.37], [1.24, -1.13, -0.19], [-0.56, -1.18, 2.32], [1.62, 0.72, -0.35], [-0.16, 0.49, 0.62], [-0.74, 1.24, -1.14], [-0.62, 0.11, -1.51], [-0.24, 0.00, -0.19], [0.10, 0.04, -0.17], [0.09, -0.23, 0.06], [-0.11, 0.07, -0.17], [-0.21, -0.09, 0.05], [-0.10, 0.14, 0.48], [0.16, 0.16, 0.09], [0.00, -0.19, -0.28], [0.05, -0.68, 0.14], [-0.62, -0.03, -0.19], [0.03, -0.22, 0.07], [0.20, -0.03, 0.01], [-0.17, 0.15, -0.22]],
  "nbo_charge": [-0.61, -0.39, 0.10, -0.21, -0.23, -0.19, -0.12, 0.42, -0.67, -0.65, -0.28, -0.47, 0.21, 0.20, 0.22, 0.21, 0.23, 0.21, 0.21, 0.20, 0.47, 0.49, 0.22, 0.23, 0.21],
  "total_energy_ev": -15681.4238,
  "multiplicity": 2,
  "lumo_energy_ev": [0.669, -0.019],
  "e_above_lowest_kcal_mol": 47.79,
  "s_squared": 0.79,
  "charge": 0,
  "orbital_gap_ev": [7.23, 8.28]
}

No. 5
{
  "formula": "C9H13PS2",
  "method": "ωB97M-V/def2-TZVPD",
  "elements": ["C", "C", "C", "C", "C", "C", "C", "C", "C", "P", "S", "S", "H", "H", "H", "H", "H", "H", "H", "H", "H", "H", "H", "H", "H"],
  "xyz": [[3.3531, 1.6328, -0.1903], [2.9600, 0.4649, -0.8096], [2.4121, 2.5211, 0.2791], [1.5959, 0.0923, -0.7978], [1.0462, 2.3372, -0.0491], [0.7054, 1.0720, -0.4648], [-2.6079, -1.6528, -0.2592], [-0.4655, -1.3491, 1.2464], [-1.1347, -1.1207, -0.1054], [-1.1259, 0.6934, -0.4701], [-2.1837, 2.7895, 1.0909], [-1.6572, 1.0621, -2.4186], [4.3794, 1.6507, 0.1236], [3.7375, -0.3629, -1.0349], [2.8151, 3.4816, 0.6643], [1.2152, -0.8621, -1.1974], [0.3719, 3.0549, 0.1104], [-3.0306, -1.4599, -1.2875], [-2.6000, -2.7300, 0.0483], [-3.2596, -1.2074, 0.5229], [-0.3036, -0.4606, 1.7878], [0.4666, -1.9017, 1.2387], [-0.9974, -1.9235, 1.9378], [-0.5272, -1.8016, -0.8470], [-2.6369, 1.8846, -2.0399]],
  "atomic_forces_ev_per_a": [[0.03, -1.18, 0.62], [0.22, -3.17, 0.33], [-0.38, 1.90, -1.17], [1.48, 0.06, -1.31], [4.58, -2.29, 0.46], [-2.77, -0.06, 0.13], [0.18, -0.17, 0.97], [0.42, -0.25, -0.30], [-0.32, -1.89, -1.60], [1.07, 1.60, 1.60], [0.72, -2.11, -1.37], [-0.29, -0.15, -0.59], [0.44, 0.70, -0.24], [-1.30, 1.67, 0.11], [-0.73, -0.72, 0.07], [0.63, 0.48, 0.40], [-2.64, 2.55, 0.80], [0.49, -0.42, 1.18], [-0.04, 0.68, -0.84], [0.27, 0.16, -0.65], [0.42, 1.41, 0.53], [0.44, 0.26, -0.67], [-1.70, -1.04, 0.76], [-1.04, 1.87, 0.81], [-0.21, 0.13, -0.03]],
  "nbo_charge": [-0.22, -0.19, -0.19, -0.23, -0.18, -0.35, -0.62, -0.63, -0.56, 0.97, -0.44, -0.26, 0.22, 0.22, 0.22, 0.22, 0.24, 0.23, 0.22, 0.22, 0.23, 0.22, 0.23, 0.24, 0.18],
  "total_energy_ev": -40500.2047,
  "lumo_energy_ev": [-1.406, -1.420],
  "e_above_lowest_kcal_mol": 65.87,
  "charge": 0,
  "orbital_gap_ev": [6.95, 6.96]
}

No. 6
{
  "formula": "C9H14",
  "method": "ωB97M-V/def2-TZVPD",
  "elements": ["C", "C", "C", "C", "C", "C", "C", "H", "H", "H", "H", "H", "H", "H", "H", "C", "C", "H", "H", "H", "H", "H", "H"],
  "xyz": [[2.3008, 0.4186, 1.3412], [0.6040, 0.1758, -2.0951], [1.3700, 0.6495, -0.9956], [0.0828, -1.1535, -1.9657], [1.3048, -0.0039, 0.2297], [-0.0517, -1.7581, -0.7232], [0.4614, -1.1291, 0.4163], [0.6065, 0.7381, -3.0248], [1.9306, 1.5926, -0.9720], [-0.1748, -1.6805, -2.8789], [-0.5637, -2.7156, -0.6243], [3.1873, 0.6338, 0.7329], [2.6232, -0.4569, 1.9096], [0.0798, -1.3721, 1.3988], [1.9096, 1.2446, 1.9256], [-2.7523, 1.7853, 1.3768], [-2.3625, 0.2787, 1.2662], [-2.3097, 2.2997, 2.2367], [-2.3522, 2.3730, 0.5583], [-3.8547, 1.9769, 1.3394], [-1.5534, 0.2687, 0.5144], [-3.0913, -0.5138, 1.3074], [-1.8601, 0.1037, 2.2156]],
  "atomic_forces_ev_per_a": [[-0.30, -0.84, -1.87], [0.52, 0.45, 0.25], [-0.58, -0.32, 1.21], [-0.16, -0.28, 0.08], [0.97, 0.70, 0.06], [-0.08, 0.30, -1.11], [-0.14, -0.20, 0.37], [-0.05, -0.31, -0.03], [0.06, -0.28, -0.57], [-0.33, -0.15, 0.04], [0.06, -0.01, -0.14], [0.08, 0.80, 0.61], [-0.45, 0.16, 0.45], [0.28, -0.29, 0.25], [0.35, 0.11, 0.40], [-1.39, 0.10, -0.36], [1.63, 1.91, 1.10], [-0.34, -0.40, 0.25], [0.07, -0.20, -0.52], [0.76, -0.12, 0.32], [-0.79, -0.99, 0.13], [-0.65, 0.13, -0.99], [0.49, -0.28, 0.05]],
  "nbo_charge": [-0.65, -0.44, -0.26, -0.32, -0.07, -0.25, -0.44, 0.18, 0.17, 0.17, 0.17, 0.21, 0.19, 0.17, 0.19, -0.62, -0.65, 0.19, 0.21, 0.18, 0.27, 0.20, 0.19],
  "total_energy_ev": -9557.7353,
  "multiplicity": 2,
  "lumo_energy_ev": [3.884, 3.813],
  "e_above_lowest_kcal_mol": 24.49,
  "s_squared": 0.76,
  "charge": -1,
  "orbital_gap_ev": [3.01, 7.08]
}

No. 7
{
  "formula": "C9H14",
  "method": "ωB97M-V/def2-TZVPD",
  "elements": ["C", "C", "C", "C", "C", "C", "C", "H", "H", "H", "H", "H", "H", "H", "H", "C", "C", "H", "H", "H", "H", "H", "H"],
  "xyz": [[-0.3921, -1.5830, -2.1512], [0.7713, -1.1324, -0.0358], [0.2525, -0.6045, -1.2535], [1.3555, -0.3105, 0.9641], [0.5684, 0.6920, -1.6632], [1.5774, 0.9802, 0.4832], [1.3553, 1.4398, -0.7901], [0.5780, -2.2746, 0.2042], [1.7378, -0.8622, 1.8921], [-0.3234, -1.3072, -3.2394], [-1.5050, -1.5801, -1.9591], [0.5026, 1.1483, -2.6215], [2.2548, 1.5953, 1.2214], [1.4410, 2.5203, -1.1265], [0.0203, -2.5484, -2.0649], [-1.7849, -0.3075, 2.0589], [-2.4349, 1.0214, 1.8141], [-1.2199, -0.3764, 3.0290], [-2.4342, -1.1688, 1.7962], [-0.8610, -0.4282, 1.4598], [-3.0759, 0.8108, 0.8090], [-1.5648, 1.6803, 1.5329], [-3.1613, 1.6174, 2.5082]],
  "atomic_forces_ev_per_a": [[-2.30, 1.33, -1.75], [-1.52, -2.76, -0.88], [1.78, -0.53, 0.42], [0.18, -0.70, 0.22], [-0.70, -1.40, 0.19], [3.40, 1.38, 3.30], [0.03, 2.66, 0.51], [0.23, 2.32, -0.60], [-0.38, 1.62, -1.24], [0.14, -0.01, 0.85], [0.91, -0.41, -0.08], [-0.78, -0.47, -1.02], [-1.46, -0.57, -1.46], [0.49, -1.20, 1.04], [0.32, -1.29, 0.37], [1.26, -1.19, 1.17], [-1.33, 1.37, -2.79], [-1.28, -0.24, -0.17], [0.34, 0.34, 0.78], [-0.95, 0.38, -0.46], [1.40, 1.06, 2.08], [-1.23, -0.07, 0.18], [1.44, -1.62, -0.67]],
  "nbo_charge": [-0.62, -0.38, -0.03, -0.42, -0.40, -0.21, -0.37, 0.16, 0.19, 0.19, 0.19, 0.18, 0.17, 0.17, 0.20, -0.66, -0.63, 0.19, 0.19, 0.28, 0.19, 0.23, 0.19],
  "total_energy_ev": -9556.8860,
  "multiplicity": 2,
  "lumo_energy_ev": [4.072, 3.961],
  "e_above_lowest_kcal_mol": 44.07,
  "s_squared": 0.76,
  "charge": -1,
  "orbital_gap_ev": [3.27, 7.67]
}

No. 8
{
  "formula": "C9H14",
  "method": "ωB97M-V/def2-TZVPD",
  "elements": ["C", "C", "C", "C", "C", "C", "C", "H", "H", "H", "H", "H", "H", "H", "H", "C", "C", "H", "H", "H", "H", "H", "H"],
  "xyz": [[-1.8249, -2.4567, 0.8772], [-0.7583, -1.5298, 0.8980], [0.2665, -1.7912, -0.1517], [1.2688, -0.7694, -0.4748], [1.4868, 0.3204, 0.4137], [0.6951, 0.5006, 1.5489], [-0.5301, -0.4000, 1.6832], [-2.3185, -2.4063, -0.0727], [-2.6143, -2.3302, 1.6289], [-1.2485, -3.3805, 1.0468], [0.2721, -2.6815, -0.7542], [1.7948, -0.8750, -1.4088], [2.3925, 0.9684, 0.2349], [0.7981, 1.0826, 2.4168], [-1.2660, -0.1625, 2.3272], [0.6036, 2.4749, -2.2441], [-0.7467, 2.6803, -1.6031], [0.8508, 3.4815, -2.5326], [1.3194, 2.3962, -1.4103], [0.5900, 1.8635, -3.0606], [-1.0065, 1.8384, -0.7504], [-1.5477, 2.4004, -2.2019], [-0.7810, 3.6308, -1.1472]],
  "atomic_forces_ev_per_a": [[-1.59, -1.70, 1.30], [5.18, 3.04, -2.12], [1.03, 3.80, 0.86], [-2.77, -1.89, 1.75], [0.79, 0.39, 0.58], [-3.18, -4.00, -1.58], [4.07, -0.08, -3.06], [-0.20, -0.50, -0.63], [0.41, -0.03, 0.10], [-1.18, -0.46, -0.26], [-0.39, -0.22, -0.19], [0.46, -0.03, 0.10], [-1.18, -0.66, 0.22], [0.68, 1.38, 0.38], [-2.13, 0.96, 2.59], [-0.07, 3.07, 3.16], [0.04, -3.87, 3.04], [0.34, 0.45, -1.06], [0.13, -1.16, -0.73], [0.56, -2.03, -1.72], [1.16, 2.03, -1.48], [-1.54, 0.54, -1.68], [-0.62, 1.00, 0.44]],
  "nbo_charge": [-0.64, -0.02, -0.20, -0.21, -0.24, -0.20, -0.21, 0.23, 0.22, 0.23, 0.20, 0.22, 0.22, 0.22, 0.19, -0.62, -0.59, 0.20, 0.21, 0.21, 0.19, 0.21, 0.20],
  "total_energy_ev": -9557.6532,
  "lumo_energy_ev": 1.002,
  "e_above_lowest_kcal_mol": 58.30,
  "smiles": "Cc1ccccc1.CC",
  "charge": 0,
  "orbital_gap_ev": 9.72
}